DFT (wB97M-V/def2-TZVPD) results for a molecular structure, C48H39ClN7O4PtS4.

For the lowest unoccupied orbital energy (spin up / spin down), the calculation gives 2.143 / 1.286 eV. The max |F| is 1.20 eV/Å. Its spin multiplicity is 3. Its expectation value of S² is 2.03. The electronic energy is -4708.5550 a.u. The net charge is -1. The molecular weight comes out at 1136.68 g/mol. For the orbital gap (spin up / spin down), the calculation gives 4.56 / 7.00 eV. Its HOMO energy (spin up / spin down) is -0.089 / -0.210 Eh.

XYZ file:
```
104
Properties=species:S:1:pos:R:3:forces:R:3:lowdin_charge:R:1
C -0.564616 -3.590437 2.592722 -0.014 -0.008 0.034 -0.06
C 4.135510 3.839615 2.895162 -0.086 -0.048 -0.051 -0.09
H 5.633511 -2.561042 -1.594253 -0.008 0.000 -0.007 0.10
C -1.982369 2.032744 3.430859 -0.074 0.014 -0.032 -0.08
H -4.939999 3.276006 4.500056 0.000 -0.009 -0.024 0.10
N 0.254681 0.183490 -1.763099 -0.345 0.344 0.047 -0.38
N -0.131924 -1.645774 -5.320389 -0.003 0.028 -0.062 0.11
H 5.732710 2.483926 2.401572 -0.017 -0.013 -0.006 0.10
H 4.299684 1.364083 -1.380484 0.038 0.044 0.035 0.11
Pt -1.761883 -0.611558 -1.733706 0.611 -0.971 0.364 1.15
S 1.432951 0.462558 1.604613 -0.113 -0.938 0.625 0.83
H 0.828330 0.019818 -7.605960 0.007 -0.023 -0.026 0.08
C 2.760026 4.035095 2.898725 0.165 0.086 0.083 -0.08
C 4.816684 -2.065993 -2.104210 -0.028 0.046 -0.012 -0.08
H 1.646572 -0.490514 6.324951 -0.011 0.028 -0.016 0.10
H 3.520437 -1.637288 -5.207777 -0.017 -0.002 0.020 0.11
N -0.009641 1.068382 1.606917 -0.205 0.057 0.137 -0.35
C 2.654975 -2.004465 5.169785 -0.012 -0.101 0.188 -0.12
C -2.880894 2.768169 4.188197 0.043 -0.039 -0.026 -0.07
H -2.902386 -2.556736 0.259601 0.037 0.002 0.020 0.06
H 5.058267 3.727493 -1.309944 -0.013 -0.002 0.009 0.10
C -1.578494 0.162689 -5.896273 -0.019 -0.079 -0.002 -0.01
C 1.711836 4.222096 -1.055038 0.022 0.031 0.003 -0.06
H 1.864383 -0.333683 -3.899989 0.012 -0.036 0.012 0.10
C 0.071164 -0.766641 -7.560327 -0.052 0.006 0.040 -0.04
H 0.983126 5.018199 -0.968910 0.000 -0.015 -0.020 0.11
H -4.141526 0.535798 1.286929 -0.016 0.046 0.008 0.12
C 1.765180 -0.586907 2.932467 -0.325 0.145 -0.735 -0.37
H 2.984256 -2.563602 6.036110 -0.001 0.018 -0.018 0.08
S -1.375124 0.170823 1.471546 0.143 -0.443 0.198 0.79
C -1.438013 -2.518172 4.561392 -0.023 -0.034 0.056 -0.08
C -0.574641 -0.757619 -6.205515 -0.036 -0.035 0.085 -0.33
Cl -3.312105 2.652747 -1.691938 -0.384 0.222 -0.249 0.64
O -3.592358 3.660049 -2.684344 -0.017 0.004 0.015 -0.36
C 3.585618 2.171761 -1.281450 -0.062 0.022 0.024 -0.07
N 1.900493 -0.338171 0.349899 0.165 0.292 -0.426 -0.35
C 4.661062 2.641300 2.407966 0.031 0.058 0.041 -0.08
H -1.736226 -2.564503 5.601606 -0.004 0.007 -0.019 0.10
S 1.569690 0.226650 -1.174141 0.039 0.073 0.208 0.74
H -1.953323 0.864557 -6.626829 0.009 -0.007 0.007 0.11
H 0.550975 -1.726444 -7.737236 0.005 0.015 0.005 0.08
C 1.897777 -0.835834 5.329032 0.032 0.034 -0.137 -0.11
C -0.665439 -1.622839 -4.093136 -0.175 -0.086 -0.075 -0.86
C -3.815418 1.152064 2.116299 0.040 -0.114 -0.169 -0.05
H -0.867075 -4.581699 4.474463 0.016 0.033 0.006 0.10
H -0.415500 -2.339533 0.843569 -0.002 -0.063 -0.004 0.11
C -3.387540 -1.787764 -1.690084 -0.041 0.070 -0.002 -0.32
C 3.069096 4.513559 -1.115453 -0.033 0.049 0.037 -0.08
H -0.664155 -0.568947 -8.340913 0.036 0.006 -0.007 0.08
O -1.889829 2.595389 -1.459282 0.133 -0.130 0.051 -0.40
C 2.982003 -2.440015 3.880516 -0.037 0.124 -0.150 -0.11
C 4.002493 3.494393 -1.244691 0.040 -0.054 0.005 -0.08
C -2.062074 0.162929 -4.606625 -0.006 0.070 -0.064 -0.08
N -1.593052 -0.707863 -3.715725 0.176 0.148 -0.618 -0.18
H 0.830365 3.197158 2.399333 0.054 0.064 -0.006 0.10
H 3.956840 -1.253010 -0.297440 0.045 -0.034 -0.002 0.09
C -4.240774 2.696411 3.909695 0.008 -0.003 -0.025 -0.08
H -5.994064 -2.933936 -3.561671 -0.001 0.027 0.017 0.11
C 2.438751 1.859086 1.936289 0.040 0.623 -0.226 -0.32
O -3.776859 1.362158 -2.194614 0.229 0.025 0.075 -0.42
C 2.555877 -1.750041 2.766113 0.191 -0.140 0.023 -0.10
C 2.228547 1.898557 -1.192574 0.104 -0.079 -0.073 -0.30
H 2.789529 -2.086158 1.764824 -0.017 -0.078 0.058 0.09
C -3.568867 -2.631602 -0.586292 -0.107 0.018 -0.016 -0.11
C -5.313591 -2.846037 -2.723493 -0.078 -0.055 -0.007 -0.04
C -2.467109 1.222416 2.412389 0.180 0.059 0.026 -0.30
C 3.825343 1.652072 1.937944 -0.206 -0.140 -0.060 -0.08
C -1.162194 -1.270807 2.539830 -0.064 0.038 0.086 -0.29
C -4.598273 -3.554319 -0.539619 -0.047 -0.019 -0.073 -0.04
C -0.688979 -2.406994 1.890815 0.035 0.116 -0.068 -0.09
C -4.703846 1.901401 2.870981 -0.082 0.040 0.090 -0.06
C -5.483057 -3.670263 -1.613422 0.140 0.102 0.069 -0.26
C 3.632685 -1.542163 -4.135298 0.067 -0.008 -0.041 -0.07
H -2.827462 0.846682 -4.258279 0.070 0.064 0.111 0.11
H -2.517051 3.397165 4.990993 -0.015 0.012 -0.022 0.10
C 2.843469 -0.710579 -2.038502 0.035 -0.064 0.294 -0.31
H -4.192200 -1.285294 -3.623373 0.000 -0.008 0.033 0.09
C 1.465114 -0.121386 4.237286 -0.061 0.193 0.198 -0.10
H 0.899914 0.796693 4.359528 -0.013 -0.066 0.073 0.10
H 5.409904 -2.741485 -4.050291 -0.025 -0.002 0.001 0.10
C 1.902927 3.054714 2.426072 -0.056 -0.268 -0.093 -0.07
H -0.918130 2.086277 3.608100 0.002 0.003 0.062 0.08
H 4.214061 0.706048 1.576273 0.061 0.057 0.032 0.11
C -1.548162 -1.317612 3.870278 0.083 0.132 -0.099 -0.06
C -6.556882 -4.618885 -1.556663 -0.095 -0.107 0.006 -0.20
C -0.947838 -3.648496 3.930510 0.034 -0.008 -0.029 -0.08
H -5.761228 1.868796 2.642838 0.030 0.002 -0.026 0.11
C 4.687519 -2.167085 -3.483128 0.005 0.006 0.007 -0.08
H -4.722422 -4.193427 0.325985 0.006 0.010 -0.001 0.11
H -0.173750 -4.470316 2.097486 -0.021 0.017 -0.004 0.11
S -0.273778 -2.725695 -2.856410 -0.151 0.136 0.341 0.67
H 0.227820 2.643629 -1.098572 -0.004 0.069 0.036 0.07
H 3.402412 5.543317 -1.064713 -0.006 -0.016 -0.024 0.10
C 3.890696 -1.334652 -1.372815 -0.044 0.001 -0.066 -0.08
H 2.353179 4.969906 3.265885 -0.028 -0.033 -0.010 0.10
C 2.706555 -0.809385 -3.412062 -0.144 0.089 -0.023 -0.08
O -3.998515 2.954091 -0.464261 0.001 -0.023 0.085 -0.35
N -1.976083 -0.303605 0.238074 0.202 0.335 -0.019 -0.41
C -4.282546 -1.922721 -2.752439 -0.004 0.154 -0.054 -0.10
H 4.796689 4.610073 3.270718 -0.011 -0.005 -0.016 0.09
H 3.566388 -3.343723 3.751364 -0.009 0.008 -0.024 0.10
C 1.279348 2.906595 -1.107957 -0.015 -0.139 -0.032 -0.06
H -1.932324 -0.432316 4.359166 -0.002 -0.041 0.041 0.11
N -7.415784 -5.383633 -1.492145 0.060 0.061 -0.032 0.12
```
Positions in Å, forces in eV/Å.